Entry 1:
DFT (ωB97M-V/def2-TZVPD) results for C30H77F6FeN8O11S2 as an isolated structure.

**Expectation value of S²**: 20.02
**Kohn-Sham gap (spin up / spin down)**: 2.042 / 0.792 eV
**Net charge**: +1
**Spin multiplicity**: 9

Positions of all 135 atoms, in Å:
1 Fe -6.4197 -0.5716 -1.5864
2 C -1.4986 2.4801 -2.8367
3 F -2.0266 3.6859 -2.4560
4 F -2.1166 2.0402 -3.9082
5 F -0.2448 2.4507 -3.2082
6 S -1.5003 1.1728 -1.3902
7 O -2.0431 -0.0977 -2.0341
8 O -0.1397 1.1697 -0.8953
9 N -2.9587 1.5739 -0.4287
10 S -2.1387 2.2292 0.7810
11 O -1.4116 1.1846 1.5037
12 O -1.3172 3.4011 0.4198
13 C -3.3966 2.9200 2.0200
14 F -4.2390 2.0052 2.4201
15 F -2.6415 3.4327 3.0389
16 F -4.0447 3.8831 1.3754
17 C -8.1812 -1.5842 -7.5144
18 C -7.2598 -0.8268 -6.5867
19 C -7.9074 0.5459 -6.3139
20 O -7.1823 1.2333 -5.2415
21 C -7.3619 2.6737 -5.2813
22 N -7.1915 -1.4901 -5.3717
23 H -8.2979 -1.1095 -8.4887
24 H -9.2061 -1.5885 -7.1436
25 H -7.8283 -2.5588 -7.8517
26 H -6.2518 -0.6478 -6.9610
27 H -8.9642 0.4538 -6.0630
28 H -7.8322 1.0912 -7.2547
29 H -8.4042 2.9789 -5.1887
30 H -7.0430 3.0905 -6.2366
31 H -6.6866 3.3120 -4.7115
32 H -6.4914 -2.2054 -5.5069
33 H -8.0341 -2.0404 -5.2867
34 C -2.0295 -7.8282 -7.4803
35 C -3.4650 -8.4164 -7.4231
36 C -3.8098 -9.8895 -7.8477
37 O -5.2030 -10.2891 -7.6313
38 C -5.5519 -11.5894 -7.9978
39 N -4.0114 -8.2044 -6.0705
40 H -1.3681 -8.4218 -6.8492
41 H -1.9134 -6.7867 -7.1806
42 H -1.6364 -8.0240 -8.4779
43 H -4.0085 -7.7892 -8.1297
44 H -3.1535 -10.6813 -7.4865
45 H -3.6824 -9.8628 -8.9299
46 H -5.3754 -11.6941 -9.0683
47 H -6.6058 -11.6038 -7.7203
48 H -5.2033 -12.3497 -7.2988
49 H -4.8587 -8.7384 -6.2009
50 H -3.3461 -8.7939 -5.5908
51 C 12.7269 3.0688 -3.5591
52 C 12.6513 2.3986 -2.1789
53 C 11.2251 1.8705 -1.9792
54 O 10.2296 2.9291 -1.8477
55 C 8.8858 2.4810 -1.5986
56 N 13.7173 1.3653 -2.3093
57 H 12.2175 2.4803 -4.3222
58 H 13.7279 3.2370 -3.9564
59 H 12.2763 4.0521 -3.4241
60 H 12.9731 2.9816 -1.3160
61 H 11.2349 1.2270 -1.0995
62 H 11.0003 1.1896 -2.8001
63 H 8.6124 1.8441 -2.4398
64 H 8.2366 3.2681 -1.2150
65 H 9.0223 1.7359 -0.8148
66 H 13.6256 0.6399 -1.6125
67 H 14.6014 1.8247 -2.1435
68 C 4.7765 0.4491 5.5088
69 C 5.2646 1.4916 6.5124
70 C 4.1835 2.2479 7.2638
71 O 3.6411 1.3976 8.4071
72 C 3.0492 2.1926 9.3950
73 N 5.9379 0.6937 7.5172
74 H 4.1952 -0.4100 5.8436
75 H 5.5541 -0.1058 4.9840
76 H 4.1775 0.9373 4.7400
77 H 5.9730 2.1530 6.0136
78 H 3.4921 2.7104 6.5594
79 H 4.7297 3.0344 7.7845
80 H 2.7473 1.5119 10.1911
81 H 2.2339 2.8161 9.0281
82 H 3.7552 2.8229 9.9357
83 H 6.7120 1.2937 7.7638
84 H 5.3792 0.8148 8.3499
85 C -4.5590 -4.8858 2.9146
86 C -3.4705 -5.0048 1.8503
87 C -2.6883 -6.3422 2.0060
88 O -1.7343 -6.5040 0.9127
89 C -0.5623 -5.6422 0.8973
90 N -4.1139 -4.8268 0.5156
91 H -4.1419 -4.8411 3.9207
92 H -5.2203 -5.7523 2.9148
93 H -5.0591 -3.9460 2.6804
94 H -2.7383 -4.1998 1.9127
95 H -3.2630 -7.2673 2.0500
96 H -2.0558 -6.1947 2.8813
97 H -0.9443 -4.6372 1.0763
98 H -0.0142 -5.6238 -0.0447
99 H 0.2160 -5.9542 1.5938
100 H -3.3819 -4.8571 -0.1796
101 H -4.5507 -5.7280 0.3848
102 C 6.7865 7.4229 -7.9049
103 C 6.6753 7.5904 -6.3867
104 C 5.2481 7.8223 -5.7643
105 O 5.4039 8.1042 -4.2977
106 C 4.2007 8.1457 -3.6819
107 N 7.3207 6.3820 -5.8937
108 H 7.8500 7.3763 -8.1391
109 H 6.4016 8.2698 -8.4730
110 H 6.3121 6.4821 -8.1842
111 H 7.3495 8.3983 -6.1026
112 H 4.6791 6.9016 -5.8933
113 H 4.8424 8.7005 -6.2666
114 H 3.5519 8.8499 -4.2028
115 H 4.3396 8.5554 -2.6815
116 H 3.7825 7.1409 -3.7418
117 H 8.2932 6.6217 -6.0240
118 H 7.2352 6.2820 -4.8924
119 C -3.5715 2.4183 14.3668
120 C -5.0398 2.2037 14.0142
121 C -5.1911 1.4134 12.6449
122 O -6.5085 0.9042 12.5321
123 C -7.0274 0.5621 11.2474
124 N -5.6799 1.4745 15.1072
125 H -3.0367 1.4795 14.5107
126 H -3.3954 2.8594 15.3478
127 H -2.9797 3.0021 13.6618
128 H -5.6035 3.1343 13.9481
129 H -4.5428 0.5372 12.6458
130 H -4.9913 2.0746 11.8016
131 H -6.8863 1.3422 10.4993
132 H -8.1087 0.4801 11.3572
133 H -6.7449 -0.4125 10.8494
134 H -6.6216 1.1904 14.8777
135 H -5.3449 0.5286 15.2213


Entry 2:
DFT (ωB97M-V/def2-TZVPD) results for a 7-piece molecular cluster, C30H77N3O12S4 overall.

**Kohn-Sham gap**: 8.161 eV
**Spin multiplicity**: 1

Positions of all 126 atoms, in Å:
1 C 19.2034 18.2909 -1.3250
2 C 19.7192 16.9667 -0.7737
3 O 19.2544 15.9142 -1.6824
4 S 19.3079 14.3113 -1.1111
5 C 21.1201 14.0501 -0.8882
6 O 18.6409 14.2623 0.1690
7 O 18.8921 13.3646 -2.1661
8 H 18.1516 18.4790 -1.1099
9 H 19.3237 18.4639 -2.3945
10 H 19.7063 19.0835 -0.7710
11 H 20.8042 16.9240 -0.8687
12 H 19.3126 16.7097 0.2045
13 H 21.6756 14.2132 -1.8118
14 H 21.2064 13.0440 -0.4778
15 H 21.3684 14.7729 -0.1111
16 C 15.1691 13.8247 -9.0867
17 C 14.9792 15.2003 -8.4360
18 O 14.0869 15.9060 -9.3104
19 S 13.4566 17.3667 -8.7365
20 C 15.0625 18.3990 -8.9131
21 O 12.4190 17.8117 -9.6608
22 O 13.1561 17.3978 -7.3422
23 H 15.6070 13.9765 -10.0732
24 H 14.2856 13.1879 -9.1334
25 H 15.8416 13.1838 -8.5165
26 H 14.5231 15.0151 -7.4634
27 H 15.9586 15.6764 -8.3889
28 H 15.8359 17.9103 -8.3207
29 H 14.8078 19.3889 -8.5345
30 H 15.2383 18.3874 -9.9887
31 C 16.5227 24.4469 -6.2331
32 C 17.0513 23.0213 -5.8547
33 O 17.8666 22.6009 -6.9433
34 S 17.9700 20.9130 -7.1897
35 C 18.9034 20.3486 -5.6742
36 O 16.6112 20.3483 -7.1629
37 O 18.8620 20.6867 -8.2936
38 H 15.8311 24.5732 -7.0660
39 H 17.3482 25.1523 -6.3279
40 H 15.9567 24.8038 -5.3726
41 H 17.5831 23.0245 -4.9032
42 H 16.1921 22.3651 -5.7156
43 H 19.6745 21.0566 -5.3703
44 H 19.4367 19.4094 -5.8208
45 H 18.2074 20.2407 -4.8423
46 C 15.3276 20.0992 -3.5152
47 C 15.4192 18.8002 -4.3479
48 O 16.7733 18.4116 -4.2616
49 S 17.2332 17.0698 -5.1225
50 C 16.8595 15.7846 -3.7514
51 O 16.2981 16.8617 -6.2159
52 O 18.6734 17.1478 -5.3716
53 H 15.9800 20.8844 -3.8972
54 H 15.5702 19.9534 -2.4626
55 H 14.2964 20.4369 -3.6191
56 H 14.8784 17.9464 -3.9397
57 H 15.1225 19.0637 -5.3631
58 H 16.8831 16.3742 -2.8349
59 H 17.6543 15.0500 -3.8806
60 H 15.8269 15.4402 -3.8089
61 C 18.5493 13.3249 -10.3369
62 C 19.0699 13.7270 -8.9613
63 N 18.6425 12.8270 -7.9260
64 C 18.3492 13.5480 -6.6591
65 C 19.5871 13.7643 -5.7927
66 C 19.3619 11.5517 -7.9100
67 C 18.6423 10.5264 -7.0619
68 H 18.6012 14.2290 -10.9435
69 H 17.5199 12.9891 -10.2119
70 H 19.1674 12.5714 -10.8250
71 H 20.1519 13.8467 -9.0159
72 H 18.5819 14.6725 -8.7246
73 H 17.8081 14.4706 -6.8695
74 H 17.6471 12.9576 -6.0705
75 H 19.4345 14.3865 -4.9109
76 H 19.8124 12.7916 -5.3553
77 H 20.4498 14.0435 -6.3976
78 H 20.4272 11.6947 -7.7293
79 H 19.4141 11.1871 -8.9359
80 H 17.5948 10.4690 -7.3579
81 H 18.6286 10.8250 -6.0137
82 H 19.0137 9.5018 -7.0434
83 C 13.4507 21.8237 -7.1107
84 C 12.6462 20.8376 -6.2691
85 N 11.7457 21.5598 -5.3543
86 C 11.1433 20.5264 -4.4676
87 C 10.9825 21.1130 -3.0827
88 C 10.7179 22.3427 -6.0587
89 C 11.2517 23.7710 -6.4142
90 H 13.9235 22.6133 -6.5265
91 H 12.8523 22.2915 -7.8924
92 H 14.3407 21.4113 -7.5861
93 H 12.0344 20.2735 -6.9731
94 H 13.3159 20.1854 -5.7086
95 H 10.1906 20.2129 -4.8943
96 H 11.7772 19.6455 -4.3661
97 H 11.8773 21.4549 -2.5626
98 H 10.3807 22.0206 -3.1284
99 H 10.5445 20.3237 -2.4717
100 H 9.8329 22.4762 -5.4365
101 H 10.3327 21.8383 -6.9449
102 H 12.1279 23.9510 -5.7913
103 H 10.5696 24.5485 -6.0703
104 H 11.5061 23.9093 -7.4650
105 C 13.7903 18.0376 -0.8768
106 C 12.8395 17.1225 -1.7535
107 N 13.4813 15.9367 -2.3430
108 C 14.1147 14.9894 -1.3546
109 C 13.1827 14.1690 -0.4407
110 C 12.5727 15.3079 -3.2344
111 C 12.3614 16.0280 -4.5401
112 H 13.4142 19.0271 -0.6168
113 H 14.5692 18.4008 -1.5473
114 H 14.1890 17.5197 -0.0046
115 H 11.9507 16.8583 -1.1805
116 H 12.4350 17.7563 -2.5427
117 H 14.6686 14.2658 -1.9526
118 H 14.7841 15.5603 -0.7111
119 H 13.8388 13.4710 0.0793
120 H 12.7079 14.8520 0.2637
121 H 12.4723 13.6007 -1.0411
122 H 11.6210 15.1074 -2.7422
123 H 13.0381 14.3578 -3.4966
124 H 12.3479 17.1149 -4.4589
125 H 11.4711 15.6878 -5.0689
126 H 13.2305 15.8203 -5.1644


Entry 3:
DFT (ωB97M-V/def2-TZVPD) results for a 6-piece molecular cluster, C30H77O11P3S overall.

**Kohn-Sham gap**: 8.032 eV
**Spin multiplicity**: 1

Positions of all 122 atoms, in Å:
1 C -5.1219 0.7072 1.6288
2 O -3.9158 0.8848 2.3296
3 C -2.7864 0.8761 1.4746
4 C -1.5389 0.5778 2.3032
5 C -0.7013 1.8344 2.6409
6 C 0.5554 2.1249 1.7755
7 C 0.3754 3.3436 0.8342
8 C 0.1096 2.9438 -0.6176
9 C 1.3314 2.2835 -1.2808
10 C 1.0429 2.1182 -2.7708
11 C 1.8718 1.0949 -3.5629
12 P 2.1747 -0.5330 -2.7854
13 P -0.0367 -0.9743 -2.3407
14 O -0.9601 -0.4387 -3.3529
15 O -0.4396 -0.5602 -0.8256
16 O -0.0827 -2.5941 -2.2982
17 P 4.4608 -0.4382 -3.2321
18 O 4.6943 -0.1346 -4.8084
19 O 4.9805 -1.9829 -3.1796
20 S 5.3991 0.7773 -2.0784
21 H -5.2438 -0.3463 1.3369
22 H -5.1398 1.3032 0.7038
23 H -5.9540 1.0242 2.2576
24 H -2.9301 0.1228 0.6874
25 H -2.7025 1.8640 0.9936
26 H -0.9221 -0.1302 1.7395
27 H -1.8535 0.0474 3.2057
28 H -0.3655 1.7592 3.6801
29 H -1.3684 2.7044 2.6011
30 H 1.4209 2.2649 2.4307
31 H 0.7903 1.2451 1.1632
32 H -0.4706 3.9335 1.2068
33 H 1.2482 4.0069 0.8431
34 H -0.7838 2.3114 -0.7036
35 H -0.0980 3.8541 -1.1981
36 H 2.1580 2.9754 -1.0821
37 H 1.5345 1.3375 -0.7674
38 H 1.2687 3.0846 -3.2386
39 H -0.0286 1.9536 -2.9082
40 H 2.8518 1.5116 -3.8091
41 H 1.3455 0.8536 -4.4940
42 H 2.1386 -1.7854 -3.4760
43 H 2.5477 -0.5679 -1.4187
44 H 0.2833 -0.5883 -0.1846
45 H 0.1007 -2.9670 -1.4243
46 H 4.6574 -0.9378 -5.3437
47 H 4.3131 -2.5859 -2.8382
48 C 0.3535 -3.9034 5.1700
49 C -0.6119 -2.8693 4.6197
50 O -0.6365 -2.8142 3.2048
51 C -1.0486 -3.9948 2.5280
52 C -2.4593 -4.4361 2.8741
53 H 1.3560 -3.7184 4.7796
54 H 0.3867 -3.8474 6.2587
55 H 0.0725 -4.9227 4.9013
56 H -0.2932 -1.8715 4.9258
57 H -1.6187 -3.0200 5.0256
58 H -0.3389 -4.8142 2.6943
59 H -0.9912 -3.7497 1.4678
60 H -2.5589 -4.7162 3.9238
61 H -2.7279 -5.3056 2.2722
62 H -3.1721 -3.6359 2.6682
63 C 4.7869 6.8852 -3.4582
64 C 3.6935 5.8404 -3.3183
65 O 2.5306 6.2956 -2.6483
66 C 1.8541 7.3890 -3.2432
67 C 1.3488 7.1171 -4.6497
68 H 5.0811 7.2629 -2.4779
69 H 5.6604 6.4407 -3.9366
70 H 4.4714 7.7332 -4.0676
71 H 4.0645 5.0075 -2.7195
72 H 3.4321 5.4298 -4.3010
73 H 2.4829 8.2865 -3.2316
74 H 1.0111 7.5833 -2.5793
75 H 2.1633 6.9342 -5.3517
76 H 0.7881 7.9796 -5.0124
77 H 0.6893 6.2477 -4.6586
78 C 7.0547 -2.7867 4.4432
79 C 5.7209 -3.5006 4.5783
80 O 4.7949 -2.8483 5.4292
81 C 4.4197 -1.5350 5.0501
82 C 3.7597 -1.4487 3.6855
83 H 7.5155 -2.6479 5.4222
84 H 7.7284 -3.3798 3.8232
85 H 6.9517 -1.8079 3.9732
86 H 5.8701 -4.4795 5.0351
87 H 5.2823 -3.6737 3.5882
88 H 5.2779 -0.8553 5.1020
89 H 3.7168 -1.2176 5.8213
90 H 4.4343 -1.7433 2.8803
91 H 3.4410 -0.4240 3.4887
92 H 2.8825 -2.0978 3.6459
93 C -10.4215 3.2968 -1.5658
94 C -9.2688 3.5065 -0.5988
95 O -8.6437 2.3095 -0.1711
96 C -8.0655 1.5112 -1.1889
97 C -6.9735 2.2070 -1.9819
98 H -11.1768 2.6440 -1.1259
99 H -10.8850 4.2565 -1.7988
100 H -10.0934 2.8526 -2.5064
101 H -9.6359 3.9670 0.3189
102 H -8.5333 4.1958 -1.0295
103 H -8.8387 1.1209 -1.8608
104 H -7.6433 0.6542 -0.6622
105 H -7.3473 3.0657 -2.5412
106 H -6.5326 1.5132 -2.6987
107 H -6.1860 2.5589 -1.3134
108 C 2.3268 -5.0368 -1.3777
109 C 1.4706 -5.4203 -0.1956
110 O 0.0863 -5.2373 -0.4062
111 C -0.4979 -5.9848 -1.4639
112 C -0.3625 -7.4890 -1.3104
113 H 2.1429 -3.9945 -1.6492
114 H 3.3812 -5.1445 -1.1209
115 H 2.1319 -5.6591 -2.2516
116 H 1.7059 -4.7795 0.6557
117 H 1.6838 -6.4496 0.1116
118 H -0.0972 -5.6638 -2.4328
119 H -1.5516 -5.7051 -1.4474
120 H 0.6780 -7.8147 -1.3398
121 H -0.8875 -7.9892 -2.1249
122 H -0.7962 -7.8181 -0.3651


Q: What is the formula in the second record?
A: C30H77N3O12S4


Q: What is the spin multiplicity in the third record?
A: 1